Computed, not measured: C19H19N3O5S in the gas phase, with the ωB97M-V functional and the def2-TZVPD basis.

```
47
C19H19N3O5S the ωB97M-V functional and the def2-TZVPD basis
S 0.4819 -1.5131 1.5095
O 1.5277 -0.5387 1.3263
O 0.9067 -1.9778 -1.6008
O -0.0209 -1.7307 2.8318
O 2.9292 -1.0956 -1.1980
O 2.5776 2.2251 -2.5485
N 2.4189 1.4847 -0.4207
N 1.0660 -2.9952 0.9671
N -5.0586 -0.2249 -2.7147
C -2.0949 2.8888 0.2483
C 1.5062 2.7905 1.4626
C 2.3201 2.8044 0.1703
C -1.9444 1.3594 2.0806
C -0.7372 3.1392 0.3441
C 0.0370 2.4977 1.3041
C 2.5740 1.3210 -1.7376
C -2.7042 1.9988 1.1167
C -2.0234 -1.9300 0.5691
C -0.8836 -1.1640 0.4191
C -3.1106 -1.6922 -0.2496
C 1.9408 -1.9548 -0.9862
C -4.1491 -0.4333 -2.0501
C -1.8733 0.0744 -1.3604
C 2.2555 -2.9182 0.1467
C 2.7548 -0.1257 -2.2288
C -0.7951 -0.1662 -0.5310
C -0.5856 1.6073 2.1718
C -3.0327 -0.6885 -1.2172
H -4.0157 -2.2725 -0.1503
H -2.0464 -2.6901 1.3331
H 1.8854 -0.3911 -2.8412
H -1.8246 0.8466 -2.1124
H 3.3303 3.1703 0.3956
H 3.6515 -0.1506 -2.8539
H 2.4602 -3.9055 -0.2764
H 1.6146 3.7736 1.9312
H 1.9383 2.0482 2.1365
H 1.1200 -3.6656 1.7180
H -0.2824 3.8481 -0.3318
H 1.8881 3.4684 -0.5823
H 0.1013 0.4257 -0.6054
H 2.3858 0.6929 0.2122
H -0.0053 1.1004 2.9279
H -3.7653 1.8102 1.0439
H -2.4053 0.6645 2.7668
H -2.6827 3.3982 -0.5014
H 3.1345 -2.5549 0.6921
```

Properties
- ΔE to the lowest compared entry with this formula, charge and spin (kcal/mol) = 40.60
- M (g mol⁻¹) = 401.4
- SMILES = N#Cc1ccc(S(=O)(=O)NCC(=O)OCC(=O)NCCc2ccccc2)cc1

***

Computed, not measured: a molecular structure, C40H40Br3Ge2N3O2V at a distorted geometry, with the ωB97M-V functional and the def2-TZVPD basis.

```
91
C40H40Br3Ge2N3O2V the ωB97M-V functional and the def2-TZVPD basis
Br -2.0238 1.2890 -4.1177
Br -3.2774 -1.5366 -3.2688
Br -2.2750 -2.3058 2.3354
Ge 1.2346 1.9632 -0.0309
Ge 3.6162 1.9441 -0.7032
V -0.1704 -0.5017 0.3510
O -0.2802 -3.5383 -1.3590
O -1.2406 -1.6810 -0.5465
N 1.6420 -1.2855 -0.3891
N -1.2376 0.7795 1.6088
N 0.9890 -0.4934 1.9952
C 2.7899 -1.4679 3.1462
C 4.7968 1.0811 0.5817
C 0.1835 3.6382 2.2180
C 0.4740 0.0256 3.1170
C -2.8929 -3.6077 1.0830
C 0.1995 2.9169 -1.3550
C 0.7565 2.9710 -2.6374
C -2.8315 1.8004 3.5955
C -3.9265 -4.4088 1.5337
C -4.4152 -5.4165 0.7133
C 0.9910 -1.1142 -2.7372
C 2.4711 3.3118 3.7472
C -2.4303 1.2939 1.2853
C -2.3176 -3.8030 -0.1699
C 3.5297 -2.5517 0.3598
C 3.7805 -2.9316 -0.9592
C 2.4592 -1.7326 0.6058
C 1.1225 -0.1658 4.3200
C -3.8559 -5.6361 -0.5345
C -0.8307 0.7287 2.9051
C 3.8689 3.8651 -0.6997
C -1.5071 4.4711 -2.0986
C -3.3204 -0.0770 -4.5144
C 2.9631 -2.4681 -1.9618
C 1.8834 -1.6357 -1.6591
C -0.9634 3.6621 -1.1168
C 0.2922 4.2694 3.4466
C 1.4397 4.1109 4.2144
C -3.2428 1.8363 2.2823
C 1.2204 2.8450 1.7106
C 0.2244 3.7934 -3.6224
C 4.0711 1.2133 -2.4354
C -2.8779 1.1917 -0.1367
C -2.8053 -4.8419 -0.9614
C -1.1790 -3.0315 -0.7443
C -0.9047 4.5489 -3.3496
C 2.2932 -0.9179 4.3197
C 2.3539 2.6839 2.5130
C -1.6036 1.2227 3.9220
C 2.0988 -1.2367 1.9679
H 4.3564 0.2177 1.0774
H 0.6854 3.8362 -4.6007
H -1.2694 1.1725 4.9482
H -3.4922 0.2965 -0.2667
H 1.5296 4.6135 5.1689
H 0.8376 -1.8706 -3.5054
H -4.2272 -6.4284 -1.1700
H -2.3460 -5.0122 -1.9264
H -4.3026 0.3719 -4.4660
H -4.3425 -4.2491 2.5183
H 3.3688 3.1810 4.3382
H 0.0101 -0.8141 -2.3780
H -3.4619 2.2031 4.3774
H 3.8336 0.1569 -2.5298
H -3.1003 -0.4695 -5.4975
H 3.2266 4.3538 -1.4314
H 1.6287 2.3783 -2.8792
H 3.1712 2.0532 2.1860
H 0.7379 0.2529 5.2388
H 5.1560 1.3101 -2.5250
H -3.4750 2.0584 -0.4178
H -1.3257 5.1889 -4.1141
H 4.9107 4.0635 -0.9608
H 1.4602 -0.2469 -3.2088
H 4.1588 -2.9030 1.1652
H 5.6817 0.7391 0.0421
H 3.6311 1.7642 -3.2643
H -0.7304 3.7789 1.6635
H -1.4627 3.6219 -0.1617
H 3.1265 -2.7550 -2.9916
H -4.2014 2.2565 2.0092
H -5.2299 -6.0358 1.0638
H 4.6076 -3.5912 -1.1852
H 2.8177 -1.0847 5.2513
H 3.6702 4.2882 0.2845
H -0.5177 4.8920 3.8062
H -2.3972 5.0506 -1.8907
H -2.0502 1.1253 -0.8457
H 5.1247 1.7916 1.3400
H 3.6910 -2.0639 3.1574
```

Properties
- ΔE to the lowest compared entry with this formula, charge and spin (kcal/mol) = 25.75
- M (g mol⁻¹) = 1030.7
- net charge = +2
- spin multiplicity = 4

***

Computed, not measured: a molecular structure, C4H2O2Sn at a distorted geometry, with the ωB97M-V functional and the def2-TZVPD basis.

```
9
C4H2O2Sn the ωB97M-V functional and the def2-TZVPD basis
Sn -1.9895 0.0349 -2.5399
O 1.4151 2.5076 -0.1890
O -2.2029 0.6281 -0.6945
C 1.2126 1.3217 -0.2827
C -0.9688 0.4852 -0.8958
C -0.0289 0.5648 0.2472
C -0.3401 0.4050 1.5131
H 0.1104 0.5373 2.4956
H 1.9712 0.6412 -0.7296
```

Properties
- ΔE to the lowest compared entry with this formula, charge and spin (kcal/mol) = 0.00
- M (g mol⁻¹) = 200.8
- net charge = +1
- spin multiplicity = 2

***

Computed, not measured: a molecular structure, C2H12Ni2O12 at a distorted geometry, with the ωB97M-V functional and the def2-TZVPD basis.

```
28
C2H12Ni2O12 the ωB97M-V functional and the def2-TZVPD basis
Ni -4.2154 22.5563 -1.8855
Ni -0.6797 21.8534 -2.9176
O -1.7592 25.3835 -3.5660
O -3.6707 18.5315 -1.8100
O -0.2665 25.1861 -1.0566
O -3.4047 24.1427 -2.7652
O -2.4382 21.3498 -1.8097
O -1.6001 25.4453 1.3066
O -0.8740 22.3859 -0.9241
O 0.9668 21.6354 1.0108
O 0.0523 19.9447 -2.3353
O -3.0461 22.5805 -0.2007
O -1.7726 23.1823 -3.9034
O -4.0585 23.0987 2.5676
C -2.0725 21.9127 -0.6819
C -2.2821 24.2706 -3.4162
H 0.1546 21.8759 0.5184
H -2.9239 19.0362 -2.1523
H 0.1565 19.1320 -2.8471
H -3.7635 22.6740 1.7517
H 0.0292 19.6643 -1.4121
H 1.1747 20.7369 0.7386
H -3.3833 18.2252 -0.9431
H -0.6192 25.2668 -1.9623
H -4.8150 23.6343 2.3085
H -0.4678 24.2593 -0.7934
H -2.1469 24.6602 1.3649
H -0.9259 25.2411 0.6240
```

Properties
- ΔE to the lowest compared entry with this formula, charge and spin (kcal/mol) = 0.00
- M (g mol⁻¹) = 345.5
- spin multiplicity = 5